Here is a structure of composition C17H26GdIO2P2 from OMol25. Energies are from wB97M-V/def2-TZVPD.

Values from the calculation:
<S²>: 16.10
Charge: +2
E_HOMO (spin up / spin down) (eV): -14.55 / -14.55
Total energy (Eh): -2559.13480
Multiplicity: 8

Last column: Mulliken charge in e.
Cartesian coordinates (Å):
C  3.5071  0.9302  -0.5570  -1.190
I  0.1984  -2.8835  1.4268  -0.293
C  0.1753  -1.3044  -3.8307  -1.040
H  -0.6918  1.4640  6.6364  0.432
H  -3.3254  -1.0506  1.0429  0.271
C  -3.2578  -1.5250  0.0558  -1.177
P  -2.5244  -0.3652  -1.1434  1.111
H  -2.0638  -0.3924  2.9618  0.328
Gd  0.0866  -0.5013  -0.2888  0.455
O  0.2893  0.7369  -2.4259  -0.400
H  3.1929  1.1854  0.4658  0.317
H  3.3027  -0.1006  -3.3473  0.369
H  -2.9536  2.0105  -1.3555  0.362
H  -2.3308  -0.0279  5.4379  0.431
H  -3.1015  -0.0203  -3.4700  0.383
C  -0.6093  1.3014  5.5619  -0.366
H  -2.6008  -2.4016  0.1552  0.322
C  -3.3012  1.2163  -0.6845  -1.314
H  1.0370  -1.9782  -3.7291  0.195
H  -4.4575  -0.7722  -2.5622  0.463
C  3.5899  -0.9252  -2.6793  -1.365
C  -0.4428  1.0066  2.7952  0.401
H  -0.7190  -1.9393  -3.7997  0.235
C  0.4257  1.9368  4.8549  -0.677
H  -4.2479  -1.8185  -0.3143  0.431
C  -1.4151  0.2834  3.5242  -0.206
H  4.6870  -0.9452  -2.5906  0.441
C  -1.5300  0.4800  4.8961  -0.705
H  3.1377  1.7088  -1.2395  0.294
O  0.6815  3.5791  -1.1665  -0.344
C  0.3037  2.7238  -0.4579  0.364
C  0.1315  -0.4703  -2.6509  0.589
H  -3.0327  -1.7497  -3.0528  0.375
C  0.5176  1.7819  3.4804  -0.449
H  0.2197  -0.7419  -4.7771  0.357
H  4.6058  0.8848  -0.6069  0.439
C  3.6964  -1.8736  0.0308  -1.196
H  1.2993  2.2710  2.8864  0.390
H  -4.3878  1.0924  -0.7792  0.463
P  2.8018  -0.6956  -1.0428  1.033
C  -3.3655  -0.7631  -2.7040  -1.250
H  3.1718  -2.8400  0.0061  0.338
H  -3.0264  1.4953  0.3366  0.346
H  4.7331  -1.9692  -0.3302  0.401
H  3.6737  -1.5224  1.0727  0.363
H  3.2502  -1.8683  -3.1283  0.378
C  -0.1047  1.7770  0.3401  0.070
H  1.1718  2.5483  5.3643  0.426
C  -0.3977  1.0317  1.3821  0.399